{"formula": "C16H23HgNO3P2", "method": "ωB97M-V/def2-TZVPD", "homo_ev": [-8.52, -11.07], "gap_ha": [0.2010, 0.2919], "spin_multiplicity": 2, "total_charge": 1, "s2": 0.754, "relative_energy_kcal_mol": 0.0, "energy_ev": -47343.4779, "species": ["Hg", "P", "P", "O", "O", "O", "N", "C", "C", "C", "C", "C", "C", "C", "C", "C", "C", "C", "C", "C", "C", "C", "C", "H", "H", "H", "H", "H", "H", "H", "H", "H", "H", "H", "H", "H", "H", "H", "H", "H", "H", "H", "H", "H", "H", "H"], "xyz": [[0.93212, 0.03827, 0.05453], [-0.01206, -2.10583, -0.42118], [-2.08917, 0.12673, -0.52891], [2.73732, 1.13044, 1.20303], [1.97764, 1.78550, -1.37796], [3.66062, 2.91854, -2.38893], [3.80676, 2.64594, -0.17166], [4.90962, 3.57375, -1.95498], [4.90790, 3.57079, -0.45415], [0.92107, -3.63061, -0.15192], [-2.70014, -1.52172, 0.01535], [-1.71617, -2.54668, 0.02523], [-4.05180, -1.84902, 0.17039], [-2.10294, -3.87831, 0.19584], [-2.67962, 1.22977, 0.79780], [3.05327, 2.38338, -1.32162], [4.21343, 2.08574, 3.42142], [4.18484, 2.70302, 2.21869], [-3.38794, 0.52614, -1.76707], [0.05180, -2.01503, -2.23888], [-3.45279, -4.19794, 0.33772], [-4.41999, -3.18978, 0.32120], [3.51525, 2.09798, 1.08903], [0.55641, -4.39561, -0.85238], [4.64898, 3.67912, 2.04782], [5.84623, 3.20571, -0.02853], [0.79170, -3.99457, 0.87268], [-0.23314, -2.99118, -2.64694], [-2.17243, 0.97994, 1.73375], [-4.81859, -1.06943, 0.14198], [-3.73753, -5.24751, 0.43795], [-2.42215, 2.25840, 0.51389], [-4.37588, 0.48057, -1.28739], [-3.21270, 1.53905, -2.15355], [4.68123, 4.56414, -0.04697], [-1.34791, -4.66682, 0.16954], [1.98836, -3.45593, -0.33350], [-5.47554, -3.44389, 0.41801], [-3.35893, -0.18058, -2.60527], [-0.60824, -1.23172, -2.62293], [1.08401, -1.77174, -2.52228], [4.65473, 2.61289, 4.26634], [4.92829, 4.58147, -2.37309], [3.83901, 1.06978, 3.56035], [-3.76610, 1.12970, 0.90751], [5.75822, 2.99739, -2.33773]], "forces_ev_per_a": [[-0.146, 1.101, 0.712], [-0.421, -1.676, -0.421], [-0.848, 0.203, -0.013], [1.878, 1.725, 0.277], [2.189, 1.370, -0.491], [0.557, 0.310, 0.865], [-0.401, -0.371, 0.353], [0.043, -0.238, -1.160], [-0.461, 0.124, 0.889], [0.158, -0.441, 0.066], [0.473, -0.437, -0.315], [-0.879, 0.281, -0.307], [0.344, -0.346, 0.067], [0.011, 0.012, 0.023], [0.083, 0.085, 0.102], [-1.397, -0.805, -0.006], [0.215, 0.696, -0.939], [0.414, 0.085, 1.386], [-0.006, 0.041, -0.223], [-0.099, -0.056, -0.155], [0.085, 0.053, 0.011], [0.011, 0.122, 0.111], [-1.249, -1.748, -0.967], [0.235, 0.094, 0.206], [-0.216, -0.325, 0.378], [-0.153, 0.078, -0.102], [0.092, 0.100, -0.158], [0.045, 0.235, -0.082], [-0.133, 0.123, -0.053], [0.261, -0.326, 0.035], [-0.007, 0.380, -0.011], [-0.134, -0.182, 0.163], [0.236, 0.098, -0.277], [-0.097, -0.246, 0.085], [0.104, -0.191, -0.037], [-0.400, 0.163, 0.094], [-0.250, -0.024, 0.017], [0.280, 0.014, -0.012], [-0.016, 0.171, 0.166], [0.125, -0.170, 0.058], [-0.212, -0.131, -0.043], [-0.043, -0.306, -0.145], [-0.085, -0.250, -0.046], [-0.070, 0.428, -0.073], [0.224, 0.116, 0.140], [-0.343, 0.064, -0.167]]}